C16H34BFeNP2 | ωB97M-V with the def2-TZVPD basis set

```
55
Properties=species:S:1:pos:R:3:forces:R:3
P -3.142998 -0.915599 -4.593434 1.04 -1.69 0.10
P -3.471335 -3.909208 -2.632967 -0.49 0.14 -0.90
C -3.883925 -2.504248 -5.056816 -0.53 0.20 -0.67
C -4.601116 -3.348376 -3.993618 -0.29 -0.36 0.46
H -3.108652 -3.073264 -5.588740 -0.19 0.04 0.14
H -4.644358 -2.184984 -5.778835 0.09 -0.37 -0.36
H -5.458521 -2.804637 -3.543465 0.47 -0.25 -0.31
H -4.978798 -4.264046 -4.471065 -0.26 0.39 -0.11
C -2.971146 -5.558575 -3.200708 -0.03 -0.22 -0.12
H -2.326933 -6.008600 -2.433427 -0.14 0.05 -0.23
H -2.416395 -5.503960 -4.144874 -0.07 -0.04 0.20
H -3.869134 -6.159138 -3.327384 0.05 -0.39 -0.13
C -4.564426 -4.350950 -1.252955 -0.20 -0.18 0.10
H -4.921407 -5.364906 -1.426149 -0.29 -0.05 0.25
H -5.406820 -3.659456 -1.164504 0.14 -0.08 0.02
H -3.984232 -4.318158 -0.321446 -0.14 -0.01 -0.20
C -2.262585 -0.241389 -6.043343 -0.36 -0.51 -0.16
H -1.709931 0.653495 -5.748022 -0.08 -0.09 0.02
H -3.018178 0.034107 -6.787950 0.36 -0.10 -0.07
H -1.563543 -0.987159 -6.448567 -0.20 0.27 0.08
C -4.557707 0.201777 -4.500231 0.08 0.17 0.64
H -5.370998 -0.234890 -3.909276 0.26 0.19 0.01
H -4.883249 0.303894 -5.538527 -0.05 -0.03 0.09
H -4.285005 1.190802 -4.111734 -0.08 -0.33 -0.01
Fe -0.076652 1.058199 -2.130017 -1.57 -0.79 1.96
C -1.778943 -2.397702 0.757045 0.94 2.06 -0.56
C -0.760430 -2.626704 -0.115405 0.40 0.77 0.43
C -0.798007 -2.796301 -1.637941 0.25 -0.48 0.00
C -0.610655 -1.692843 -2.714758 -0.57 -1.28 -0.56
C -1.914632 -0.978791 -3.219629 0.92 3.49 0.09
C -2.469203 -0.273055 -2.020540 2.00 2.16 -0.16
C -3.178189 -1.113803 -1.041987 -1.60 -0.71 0.45
C -2.851706 -1.325892 0.463460 -1.01 -1.28 -0.69
C -0.149218 2.997709 -1.984150 -0.35 0.19 -0.71
H -1.680188 -2.628539 1.830805 0.51 0.40 -0.53
H 0.285652 -2.609694 0.270956 -0.90 -1.23 0.12
H -1.748822 -3.369071 -1.915447 1.88 1.08 0.49
H 0.028310 -3.511679 -1.832236 -0.35 0.29 0.11
H -0.042182 -0.798164 -2.322580 -0.12 -1.92 -0.35
H -0.086756 -2.155809 -3.573041 0.10 0.25 0.36
H -1.333610 -0.176078 -3.759363 -0.37 0.00 0.06
H -2.883550 0.738446 -2.215769 -0.17 -0.75 0.02
H -3.236677 -2.158266 -1.446627 -0.30 1.23 0.34
H -4.186962 -0.660438 -1.086474 -0.28 -0.73 0.53
H -2.689988 -0.336680 0.935251 0.62 -0.71 0.08
H -3.785527 -1.721364 0.901817 0.00 0.41 -0.03
H -0.515369 3.285119 -0.975445 0.37 -0.18 -0.76
H -0.825463 3.307544 -2.801557 0.43 0.57 0.42
H 0.909132 3.222149 -2.181644 -0.37 0.64 0.11
B 1.842573 0.360482 2.109813 0.08 0.43 1.24
C 1.128092 0.392112 0.710346 -0.60 0.09 -1.75
N 0.607315 0.464527 -0.342552 1.34 -0.35 1.86
H 2.644671 -0.542732 2.274343 -0.29 -0.06 -0.48
H 0.983181 0.306307 3.006069 0.19 -0.06 -0.59
H 2.452515 1.423087 2.277463 -0.31 -0.28 -0.39
```
Forces are in eV/Å.

Values from the calculation:
- LUMO (spin up / spin down) (eV) = -0.30 / -0.40
- expectation value of S² = 6.0244
- 2S+1 = 5
- electronic energy (eV) = -72265.507

Here are the Löwdin charges for atoms 1 to 6, given in e: P 0.9384; P 0.8548; C -0.3494; C -0.3688; H 0.0960; H 0.0858